1.
Molecular formula: CHClNO2P
Method: DFT, wB97M-V/def2-TZVPD

Output
Total charge: 0
LUMO energy, Ha: -0.017

Geometry as XYZ:
```
7
CHClNO2P | the Open Molecules 2025 dataset | wB97M-V/def2-TZVPD
C 3.597 1.171 0.894
N 0.658 -0.301 -0.526
O 4.374 2.016 1.150
O 2.095 1.187 0.995
P 1.182 -0.199 0.944
Cl 3.898 -0.449 0.397
H 0.195 -1.187 -0.739
```

---

2.
Molecular formula: CHClNO2PS
Method: DFT, wB97M-V/def2-TZVPD

Output
Total charge: 0
LUMO energy, Ha: -0.005

Geometry as XYZ:
```
8
CHClNO2PS | the Open Molecules 2025 dataset | wB97M-V/def2-TZVPD
C 0.571 -0.528 0.817
N -0.615 -0.030 0.587
O 1.297 -0.608 -0.185
O -0.833 -0.732 -1.976
P -0.249 0.341 -1.205
S 0.047 2.205 -1.691
Cl 1.021 -1.013 2.378
H -1.240 0.365 1.276
```